--- one ---
21
Properties=species:S:1:pos:R:3 method="wB97M-V/def2-TZVPD" total_charge=+1 smiles="CC(/N=C(/N)[NH3+])=C(F)/C(F)=C/F" e_homo_ev=-12.25 homo_lumo_gap_ev=8.47
C 1.19 -1.01 -0.08
C 1.97 0.18 0.14
C -0.12 -1.22 0.05
C 3.17 0.36 0.60
C -1.15 0.90 0.35
C -0.76 -2.60 -0.03
N -0.82 -0.21 0.65
N -1.83 1.92 1.01
N -1.36 1.32 -1.25
F 2.01 -2.05 -0.34
F 1.30 1.29 -0.29
F 3.67 1.59 0.67
H 3.83 -0.52 0.67
H -1.81 -2.63 -0.31
H -0.79 -3.06 0.98
H -0.25 -3.43 -0.57
H -1.75 2.01 1.96
H -2.22 2.70 0.55
H -2.43 1.16 -1.40
H -0.61 0.93 -1.87
H -1.26 2.37 -1.48

---

--- two ---
21
Properties=species:S:1:pos:R:3 method="wB97M-V/def2-TZVPD" total_charge=+1 e_homo_ev=-13.36 homo_lumo_gap_ev=9.18
C 0.75 -1.69 -0.13
C -0.59 -1.45 0.00
C 0.86 0.59 -0.19
C -1.64 -2.49 0.13
C 1.21 2.01 -0.15
C -2.03 0.62 0.01
N -0.86 -0.13 0.05
N 1.48 -0.53 -0.22
N 2.61 2.01 0.23
F -2.99 0.08 0.76
F -2.52 0.75 -1.23
F -1.79 1.85 0.47
H 1.24 -2.64 -0.17
H -1.82 -2.70 1.18
H -2.58 -2.16 -0.31
H -1.32 -3.41 -0.36
H 1.04 2.44 -1.14
H 0.54 2.54 0.54
H 2.49 -0.55 -0.32
H 2.75 2.25 1.20
H 3.18 2.60 -0.36

---

Least stable: one

---

--- one ---
7
Properties=species:S:1:pos:R:3 method="wB97M-V/def2-TZVPD" total_charge=0 smiles="C#CC(=O)C#N" e_homo_ev=-11.57 homo_lumo_gap_ev=10.23
O -0.86 -1.84 0.25
C -0.64 -0.67 0.12
C 0.68 -0.05 -0.06
C 1.83 0.31 -0.14
C -1.66 0.30 0.08
N -2.20 1.33 -0.05
H 2.86 0.61 -0.20

---

--- two ---
7
Properties=species:S:1:pos:R:3 method="wB97M-V/def2-TZVPD" total_charge=0 smiles="C#CC(=O)C#N" e_homo_ev=-11.59 homo_lumo_gap_ev=10.26
O -0.83 -1.68 0.34
C -0.60 -0.51 0.14
C 0.75 -0.02 -0.06
C 1.92 0.20 -0.21
C -1.70 0.47 0.08
N -2.59 1.21 0.05
H 2.98 0.31 -0.32

---

Least stable: one